{"formula": "C25H36F5NO16S", "method": "ωB97M-V/def2-TZVPD", "multiplicity": 1, "lumo_ev": 0.310, "fmax_ev_per_a": 2.6, "homo_lumo_gap_ev": 8.7, "energy_ev": -85176.85965, "symbols": ["C", "C", "C", "O", "C", "N", "C", "C", "O", "C", "C", "C", "C", "C", "O", "C", "F", "S", "O", "C", "H", "H", "H", "H", "H", "H", "H", "H", "H", "H", "H", "H", "H", "H", "H", "H", "H", "H", "H", "H", "H", "H", "H", "H", "O", "C", "O", "C", "C", "F", "O", "H", "H", "H", "O", "C", "O", "C", "C", "F", "O", "H", "H", "H", "O", "C", "O", "C", "C", "F", "O", "H", "H", "H", "O", "C", "O", "C", "C", "F", "O", "H", "H", "H"], "positions_angstrom": [[0.16107, -1.56889, 2.68306], [-0.32311, -2.55133, 1.89326], [0.33586, -2.94537, 0.59590], [-0.50977, -2.72617, -0.50789], [-0.94799, -1.39401, -0.82792], [-0.05132, -0.38409, -0.31078], [-2.36253, -1.17647, -0.25312], [-3.11394, -2.48388, 0.02331], [-4.50339, -2.23295, 0.18741], [-4.78924, -1.71428, 1.48033], [-5.43529, -0.33370, 1.41372], [-0.97982, -1.32152, -2.35782], [-1.31324, 0.10101, -2.82874], [-0.19459, 0.80937, -3.51549], [-1.42969, 0.29514, -4.19423], [0.68074, -4.47095, 0.56210], [1.96562, -4.55271, -0.00355], [-0.45600, -5.35455, -0.53030], [0.68732, -5.05145, 1.80511], [1.88873, -4.89608, 2.55942], [1.18540, -1.59019, 3.04012], [-0.51156, -0.77422, 2.98941], [-1.20913, -3.08277, 2.22063], [1.30130, -2.45066, 0.49436], [0.69712, -0.18684, -0.96164], [-0.53674, 0.46902, -0.07985], [-3.01104, -0.60556, -0.91502], [-2.26148, -0.58600, 0.66177], [-2.97597, -3.15969, -0.81656], [-2.77140, -2.95630, 0.93834], [-5.51094, -2.38173, 1.95369], [-3.88780, -1.63399, 2.08917], [-5.28093, 0.15720, 2.37650], [-4.98278, 0.29901, 0.65423], [-6.51218, -0.41046, 1.28528], [0.00625, -1.52380, -2.76798], [-1.75474, -1.97282, -2.76474], [-1.95109, 0.70501, -2.19789], [0.49789, 0.24500, -4.12463], [-0.17198, 1.88914, -3.53336], [-0.09125, -6.59132, -0.16597], [2.35112, -3.92509, 2.38887], [2.59740, -5.69229, 2.34665], [1.59830, -4.94048, 3.60522], [3.74982, -1.45200, -4.24294], [4.12092, -2.38567, -3.61785], [4.25600, -3.64292, -4.10292], [4.85936, -4.45366, -3.08932], [4.51244, -3.68698, -1.83173], [5.47709, -3.79501, -0.88371], [4.46774, -2.34976, -2.30030], [5.93870, -4.49147, -3.24392], [4.45333, -5.46066, -3.10820], [3.55088, -3.94469, -1.39142], [-2.46664, 3.21246, -1.64363], [-1.99276, 4.17038, -2.14842], [-2.58734, 5.37446, -2.28098], [-1.62313, 6.29308, -2.80910], [-0.64258, 5.35779, -3.48617], [0.62949, 5.82880, -3.43776], [-0.73827, 4.19660, -2.68590], [-1.14777, 6.83651, -1.99143], [-2.09395, 6.99626, -3.48947], [-0.88984, 5.10765, -4.51885], [-3.69093, -0.04704, 4.66475], [-2.91224, -0.08706, 5.55374], [-2.83542, 0.82730, 6.54920], [-1.85245, 0.38929, 7.48815], [-1.00384, -0.53145, 6.63839], [-0.48860, -1.55579, 7.35998], [-1.94266, -1.04093, 5.71058], [-2.33344, -0.15788, 8.29988], [-1.30507, 1.23541, 7.89317], [-0.19431, -0.03819, 6.09733], [3.48254, 8.34788, 0.46254], [3.72294, 7.68389, -0.48490], [2.79398, 7.07040, -1.26000], [3.46175, 6.48685, -2.38212], [4.87498, 6.33641, -1.86225], [5.79987, 6.48339, -2.84006], [4.97630, 7.41709, -0.95444], [3.42262, 7.17404, -3.22831], [2.99923, 5.54540, -2.66007], [5.06807, 5.40248, -1.33192]], "lowdin_charge": [0.034, -0.105, -0.296, -0.142, -0.508, 0.137, -0.073, -0.195, -0.141, -0.265, -0.065, -0.042, -0.334, -0.027, -0.055, -0.776, -0.047, 0.914, -0.149, -0.053, 0.063, 0.058, 0.117, 0.149, 0.096, 0.094, 0.121, 0.119, 0.124, 0.095, 0.118, 0.101, 0.061, 0.071, 0.070, 0.124, 0.137, 0.120, 0.115, 0.082, -0.116, 0.090, 0.092, 0.096, 0.177, -0.553, 0.074, -0.046, -0.309, 0.074, 0.129, 0.143, 0.140, 0.150, 0.188, -0.545, 0.084, -0.040, -0.302, 0.069, 0.113, 0.147, 0.141, 0.177, 0.182, -0.543, 0.075, -0.052, -0.320, 0.076, 0.120, 0.145, 0.140, 0.172, 0.187, -0.549, 0.066, -0.064, -0.314, 0.078, 0.132, 0.146, 0.128, 0.174]}